DFT (the ωB97M-V functional and the def2-TZVPD basis) results for a molecular structure, C47H49BBrClN9O5P3Sr.

Output
total charge: -2
calculated total energy: -6803.51671 Ha
gap between HOMO and LUMO: 0.219 Ha
E_LUMO: 0.1304 Eh
largest force on an atom: 0.853 eV/Å

Last column: Löwdin charge in e.
Element x y z (Å)
C (-7.7078, 0.4916, 0.5896)  -0.1013
H (-5.1011, 1.8613, 2.2640)  0.0951
N (0.9335, -3.1829, -5.8078)  0.0040
B (2.5853, 0.0080, 0.5728)  -0.4098
O (2.6524, 0.3357, 1.9724)  0.0449
C (-2.5489, 1.0950, 2.2585)  -0.3779
P (-1.9855, -2.8819, -1.6390)  0.8718
N (3.4885, -4.4820, -0.7905)  -0.1337
O (3.0629, -0.4231, -3.2936)  -0.1389
N (2.3315, -4.0362, -0.4407)  -0.1202
C (-5.9179, -2.8643, -2.9075)  -0.1025
C (-1.6293, -4.2743, -2.7838)  -0.2909
H (4.4246, 2.9222, 5.7557)  0.0846
H (-7.0751, -1.2320, -3.7014)  0.0966
C (5.3562, 3.5644, -5.1937)  -0.6954
O (1.0991, 2.7849, 0.0625)  -0.0741
H (-5.2551, -1.5949, 3.0596)  0.1007
H (-0.8372, -3.6567, 3.8672)  0.1082
H (8.2805, 1.6763, 4.2645)  0.0736
H (-4.2198, 2.0342, -2.5668)  0.0237
H (-5.2406, 0.3787, -3.5295)  0.0867
C (3.2966, 3.1084, -4.0836)  -0.0088
H (-3.8849, 1.4287, -0.9421)  -0.0089
C (-3.6261, -2.3395, -2.2975)  -0.3964
H (1.1704, 2.2364, -0.7323)  0.0032
C (-5.6453, 1.1630, 1.6405)  -0.0849
Cl (-0.5813, -1.7374, 1.8263)  0.7382
C (6.6895, 3.9085, 4.5591)  -0.0607
H (-1.5844, -3.8968, -3.8040)  0.0184
H (7.2874, 0.5614, 5.2015)  0.0884
C (-1.1726, 3.0777, 2.3950)  -0.0736
C (-1.9550, -2.2185, 2.7575)  -0.6712
H (-4.5327, -4.2776, -2.1165)  0.0885
C (-1.8122, -3.2118, 3.7149)  -0.0998
C (-3.8258, -1.0076, -2.6981)  -0.3848
C (4.1461, 4.0177, -4.6972)  -0.1320
C (4.3653, 1.3592, 3.4278)  0.0543
H (-3.3658, 1.0928, -4.7280)  0.0240
H (5.0576, 1.3180, 6.1469)  0.0832
C (-4.2867, -2.0445, 3.2413)  -0.0914
N (1.6456, -3.6327, -1.5516)  -0.1271
Sr (1.2834, -1.0937, -1.7503)  1.2443
C (5.3389, 2.3505, 5.9286)  -0.0818
H (6.4349, 1.5488, 0.1224)  0.1152
H (6.6902, 1.9108, -5.4847)  0.0932
H (-5.1966, -1.6279, -0.2255)  0.0898
C (2.5021, -3.8730, -2.5497)  -0.5459
H (-1.6057, -4.2964, 0.2767)  0.0386
H (-5.0323, -3.3678, 4.7502)  0.0944
H (-3.5391, 0.5419, 4.0883)  0.1021
N (-0.1652, -2.4307, -6.0048)  -0.1215
C (-3.4314, 1.6904, -1.8940)  -0.3022
H (-6.7199, -3.5893, -2.9887)  0.0952
H (7.4167, 4.0319, 3.7555)  0.0711
Br (6.5337, 4.8051, -6.0390)  0.6646
N (-0.5253, -1.8695, -4.8922)  -0.1126
C (-4.9849, 0.0703, 1.0843)  -0.3880
P (-3.1862, -0.2846, 1.2263)  1.0803
C (-1.5285, 3.2395, 3.7239)  -0.0910
H (-1.3648, 1.8638, 0.6402)  0.0925
C (-2.5095, -3.9057, -0.1967)  -0.3011
C (4.8712, 1.3411, -4.4813)  -0.0049
H (-2.8144, -4.4038, 5.1774)  0.0976
H (-3.0332, -3.2916, 0.5364)  0.0016
H (-2.7445, 2.5232, -1.7228)  0.0327
C (-1.6807, 2.0068, 1.6678)  -0.0879
H (7.1337, 4.2959, 5.4820)  0.0754
N (3.6473, -4.3940, -2.1270)  -0.0009
C (-2.3837, 2.3247, 4.3319)  -0.0936
H (8.0098, 1.9800, 5.9883)  0.0759
C (-2.8850, 1.2580, 3.6045)  -0.1032
C (-4.6839, -3.2478, -2.4151)  -0.1101
C (1.2085, -3.0239, -4.5189)  -0.5258
H (-0.6453, -4.6664, -2.5216)  0.0224
N (0.3379, -2.2215, -3.9136)  -0.1016
H (-8.7601, 0.6593, 0.3936)  0.0930
P (-2.4644, 0.2566, -2.5791)  0.8890
C (2.7270, 0.7824, -3.2967)  -0.6541
C (5.6524, 1.9091, 3.4447)  -0.1907
H (-2.3768, -5.0693, -2.7126)  0.0283
C (-2.3901, 0.8071, -4.3307)  -0.3010
H (3.7566, 1.2855, 4.3191)  0.1100
C (-5.0781, -0.6409, -3.2045)  -0.1095
C (-3.1822, -1.6069, 2.5093)  -0.4125
O (1.6808, 1.2314, -2.7496)  -0.1509
C (4.5930, 0.9638, 1.0501)  -0.2387
C (-7.0574, -0.5966, 0.0213)  -0.0838
H (-7.5941, -1.2782, -0.6290)  0.0973
C (6.3754, 1.9661, 2.2507)  -0.0584
H (5.1243, 0.2935, -4.3822)  0.1212
H (1.2280, 2.1378, 0.7688)  0.0005
C (-6.9978, 1.3725, 1.3915)  -0.0950
C (5.8639, 1.4988, 1.0407)  0.0162
C (-6.1167, -1.5483, -3.3056)  -0.1091
C (3.6514, 1.7709, -3.9767)  -0.1134
H (5.8299, 2.7589, 6.8163)  0.0767
H (-1.7148, 1.6630, -4.3947)  0.0361
H (-1.9527, -0.0125, -4.9071)  -0.0017
C (5.7363, 2.2372, -5.0935)  -0.1295
H (2.3463, 3.4199, -3.6693)  0.1181
H (-0.4656, 3.7475, 1.9201)  0.0989
C (-2.9203, -3.6231, 4.4343)  -0.0928
H (-3.1458, -4.7502, -0.4716)  0.0266
H (-7.4932, 2.2323, 1.8266)  0.0948
C (7.5437, 1.6143, 5.0668)  -0.0583
H (3.8764, 5.0612, -4.7842)  0.0923
H (-2.6486, 2.4371, 5.3769)  0.0947
H (7.3755, 2.3861, 2.2577)  0.0963
H (3.0594, -3.8452, -4.4911)  0.1239
C (6.2900, 2.4361, 4.7344)  -0.5658
N (2.2675, -3.6652, -3.8994)  0.1209
C (3.8650, 0.8987, 2.2277)  -0.2254
H (5.8157, 4.5157, 4.3131)  0.0886
C (-4.1610, -3.0440, 4.1939)  -0.0958
O (3.8593, 0.4474, 0.0339)  0.0522
H (-1.1205, 4.0645, 4.2958)  0.0958
C (-5.7077, -0.7985, 0.2590)  -0.1038